{"formula": "C4H13NO", "method": "ωB97M-V/def2-TZVPD", "species": ["C", "C", "C", "H", "H", "H", "H", "H", "H", "H", "H", "N", "C", "O", "H", "H", "H", "H", "H"], "positions_angstrom": [[-0.399, 3.003, 1.233], [0.312, 4.158, 2.039], [0.893, 5.176, 1.067], [-1.141, 3.306, 0.374], [-1.147, 2.373, 1.880], [0.440, 2.379, 0.766], [1.114, 3.736, 2.629], [-0.311, 4.584, 2.941], [0.189, 5.542, 0.175], [1.463, 6.070, 1.531], [1.618, 4.633, 0.368], [-0.211, -4.766, -2.464], [-0.869, -5.652, -1.630], [-0.237, -7.011, -1.584], [0.684, -4.654, -2.158], [-0.137, -4.866, -3.402], [-0.942, -5.304, -0.618], [-1.987, -5.910, -1.885], [0.669, -6.800, -1.262]], "spin_multiplicity": 1, "homo_energy_ev": -9.8674, "smiles": "CCC.NCO", "orbital_gap_ev": 10.9, "total_energy_ev": -7894.58280, "e_above_lowest_kcal_mol": 47.92}